22
Properties=species:S:1:pos:R:3 method="wB97M-V/def2-TZVPD" total_charge=+1 relative_energy_kcal_mol=48.89 homo_lumo_gap_ev=9.04
O -0.69 1.71 -1.47
N -0.96 0.79 1.14
N -0.41 -2.94 -1.37
N 1.64 2.10 1.04
C 1.41 0.79 0.67
C 0.16 -1.35 0.45
C 0.28 0.10 0.78
C -0.87 -1.79 -0.58
H -1.34 1.25 0.29
H -1.73 -2.20 -0.06
H -0.07 -1.85 1.40
H 2.29 0.31 0.30
H 0.25 -2.67 -2.09
H -1.22 -3.28 -1.88
H -0.39 2.55 -1.85
H 0.88 2.75 1.16
H -1.34 1.44 -2.14
H -0.85 1.50 1.87
H -1.29 -0.98 -1.19
H 1.13 -1.79 0.23
H -1.66 0.14 1.50
H 2.47 2.55 0.70


22
Properties=species:S:1:pos:R:3 method="wB97M-V/def2-TZVPD" total_charge=+1 relative_energy_kcal_mol=49.60 homo_lumo_gap_ev=10.95
O 2.19 -0.74 -2.12
N 0.41 -1.28 2.23
N 1.12 -2.16 0.14
N 0.25 0.06 0.24
C -0.19 1.32 0.83
C 0.61 -1.09 0.87
C -2.08 0.85 -0.99
C -1.51 1.77 0.10
H -1.39 2.82 -0.21
H 3.10 -0.67 -1.85
H 0.74 -2.07 2.86
H -2.28 1.99 0.82
H 0.52 0.01 -0.81
H 1.04 -2.08 -0.83
H -1.35 1.17 -1.95
H 2.10 -0.88 -3.07
H -3.14 1.25 -1.16
H 1.51 -2.94 0.69
H -0.28 1.54 1.86
H -0.08 -0.54 2.72
H 0.79 1.87 0.46
H -2.10 -0.21 -0.84


23
Properties=species:S:1:pos:R:3 method="wB97M-V/def2-TZVPD" total_charge=+1 relative_energy_kcal_mol=90.31 homo_lumo_gap_ev=9.58
O 0.02 0.98 0.56
O -3.09 1.32 0.37
N 1.33 -1.36 -0.38
N 1.27 0.78 2.46
N -1.54 0.14 -1.60
C 1.93 -0.60 0.65
C -0.69 -1.10 -1.40
C 0.94 -0.80 -1.69
C 0.89 0.35 1.14
H -2.99 2.12 0.27
H -1.81 0.58 -0.65
H 0.59 1.46 2.75
H 1.03 0.28 -1.90
H -2.49 -0.11 -2.09
H -0.96 0.74 -2.08
H -0.90 -1.37 -0.35
H 1.75 0.12 3.24
H 1.15 -1.46 -2.55
H 1.86 -2.23 -0.52
H -0.83 -1.99 -2.15
H 3.07 -0.14 0.37
H 2.25 -1.36 1.50
H -2.99 0.96 1.22


22
Properties=species:S:1:pos:R:3 method="wB97M-V/def2-TZVPD" total_charge=0 relative_energy_kcal_mol=35.23 homo_lumo_gap_ev=9.35 smiles="N/C=C/N.CNCN"
N -2.21 0.70 3.18
N 1.18 -1.19 -0.96
N -2.00 0.90 -0.55
N 2.22 0.02 -2.83
C -2.01 1.14 0.84
C 1.21 -0.40 0.26
C 2.38 -1.00 -1.79
C -2.41 0.34 1.82
H 0.25 -0.42 0.78
H 1.90 -0.79 1.02
H 1.08 -2.17 -0.77
H 2.10 0.93 -2.40
H 1.35 -0.16 -3.30
H 1.39 0.64 0.01
H -2.83 -0.64 1.57
H -1.73 1.72 -1.06
H -1.66 0.01 3.68
H 3.26 -0.71 -1.22
H -3.08 0.80 3.68
H -1.57 2.09 1.15
H 2.56 -1.95 -2.29
H -1.38 0.14 -0.83